The following is a DFT calculation (the ωB97M-V functional and the def2-TZVPD basis) of a cluster of 2 separate species, C4H8O3 in total at a distorted geometry.

Computed properties:
Calculated total energy, a.u.: -382.87574
Orbital gap, eV: 10.8
SMILES: COC(=O)CC=O.[H][H]
E_HOMO, eV: -10.16

Each line ends with the Mulliken charge.
Geometry (Å):
C  2.5915  0.0473  0.5692  -0.636
O  1.2922  0.5272  0.2602  -0.291
C  0.5655  -0.3392  -0.4590  0.459
O  0.9255  -1.4404  -0.7840  -0.551
C  -1.4182  -0.2019  0.6025  -0.129
C  -0.7829  0.2625  -0.6831  -0.315
O  -1.8491  -1.3249  0.7245  -0.440
H  2.5105  -0.8218  1.2273  0.296
H  3.0866  0.8812  1.0629  0.223
H  3.0882  -0.2411  -0.3611  0.293
H  -1.4194  0.5329  1.4341  0.343
H  -0.6977  1.3525  -0.7386  0.309
H  -3.2784  0.8315  -0.7367  0.053
H  -1.2229  -0.1861  -1.5726  0.390
H  -3.3913  0.1203  -0.5455  -0.003